Record 1
42
Properties=species:S:1:pos:R:3:mulliken_spin:R:1 method="wB97M-V/def2-TZVPD" spin_multiplicity=2 homo_energy_ev="-9.71 / -9.71" e_tot_ev=-198558.7606 charge=0 s2=0.76 e_above_lowest_kcal_mol=127.72 max_force_ha_per_bohr=0.1131
V 1.076 -0.070 0.156 1.12
O 1.818 -0.744 1.524 -0.04
S 0.822 -0.613 2.649 0.00
O 1.447 -0.226 3.864 0.00
O -0.337 0.140 2.237 0.00
C 0.292 -2.317 2.768 0.00
C 0.527 -3.000 3.952 0.00
C 0.144 -4.325 4.077 0.00
C -0.472 -4.968 3.014 0.00
C -0.699 -4.285 1.829 0.00
C -0.318 -2.956 1.702 0.01
S -0.593 -2.236 0.071 0.00
O -1.160 -3.270 -0.730 0.00
O 0.756 -1.821 -0.420 -0.01
O -1.466 -1.061 0.174 0.00
H 1.023 -2.470 4.751 0.00
H 0.329 -4.859 4.996 0.00
H -0.757 -6.006 3.094 0.00
H -1.161 -4.758 0.977 0.00
Cl 3.098 1.284 -2.528 -0.01
Ge 3.194 0.152 -0.743 -0.06
Cl 4.400 1.193 0.627 0.00
Cl 4.067 -1.732 -1.080 0.00
I -5.082 4.907 -1.617 0.00
C -3.614 3.426 -1.781 0.00
C -3.190 3.024 -3.038 0.00
C -2.195 2.073 -3.138 0.00
C -1.614 1.527 -1.995 0.00
C -2.078 1.920 -0.732 0.00
C -3.082 2.870 -0.628 0.00
C -0.410 0.664 -2.174 0.00
O -0.096 0.133 -3.206 -0.01
O 0.334 0.579 -1.091 -0.02
H -3.615 3.463 -3.927 0.00
H -1.819 1.762 -4.101 0.00
H -1.506 0.367 0.453 0.00
H -3.401 3.177 0.356 0.00
O -0.396 3.153 1.962 0.00
S 0.077 2.452 0.837 0.00
O 1.247 1.615 1.028 0.00
O -1.526 1.436 0.453 0.00
O 0.117 3.125 -0.416 0.00

Record 2
31
Properties=species:S:1:pos:R:3:lowdin_charge:R:1 method="wB97M-V/def2-TZVPD" homo_energy_ev="-17.90 / -17.90" e_tot_ev=-105085.2316 charge=+3 max_force_ha_per_bohr=0.1538
O 1.266 -5.930 -2.991 0.07
C 0.698 -5.058 -2.564 -0.03
Ce -2.140 -1.438 -0.591 0.91
C -4.717 -0.927 -0.519 -0.10
O -5.803 -1.115 -0.750 0.24
C -4.247 -3.071 -1.631 0.00
O -4.689 -4.011 -2.178 0.25
C -3.652 -2.901 1.079 0.02
O -4.515 -3.562 1.440 0.24
C -3.340 -0.781 -2.901 -0.01
O -4.103 -0.815 -3.709 0.26
H -1.473 -2.751 -1.238 -0.12
C 0.504 2.773 -0.970 0.01
N 0.832 1.767 0.002 -0.06
C -0.062 1.030 0.728 -0.61
Se -1.909 0.988 0.500 0.91
N 0.680 0.362 1.665 0.14
C 2.027 0.751 1.609 -0.17
C 3.032 0.611 2.527 0.02
C 4.164 1.408 2.378 0.00
C 4.253 2.335 1.305 0.01
C 3.221 2.449 0.346 0.05
C 2.099 1.613 0.539 -0.14
H -0.481 2.562 -1.397 0.08
H 1.261 2.767 -1.764 0.12
H 0.486 3.786 -0.532 0.14
H 0.257 -0.192 2.409 0.18
H 2.918 -0.124 3.352 0.15
H 5.002 1.362 3.112 0.15
H 5.158 2.978 1.237 0.15
H 3.274 3.135 -0.492 0.13

Record 3
62
Properties=species:S:1:pos:R:3:nbo_charge:R:1 method="wB97M-V/def2-TZVPD" homo_energy_ev=-8.84 e_tot_ev=-485357.7909 smiles="ClC(Cl)(Cl)Cl.ClC(Cl)(Cl)Cl.ClC(Cl)(Cl)Cl.ClC(Cl)(Cl)Cl.ClC(Cl)(Cl)Cl.ClC(Cl)(Cl)Cl.ClC(Cl)(Cl)Cl.ClC(Cl)(Cl)Cl.ClC(Cl)(Cl)Cl.CNCPCC(=O)I" charge=0 max_force_ha_per_bohr=0.0131
Cl -2.712 -1.379 -2.957 0.06
C -2.325 -0.062 -1.854 -0.23
Cl -0.603 -0.091 -1.464 0.05
Cl -2.710 1.487 -2.605 0.06
Cl -3.268 -0.222 -0.367 0.05
Cl 2.178 4.877 -0.355 0.06
C 1.312 3.353 -0.154 -0.23
Cl -0.412 3.609 -0.444 0.06
Cl 1.917 2.166 -1.313 0.05
Cl 1.558 2.749 1.487 0.06
Cl 2.356 1.025 4.190 0.06
C 2.315 2.088 5.599 -0.23
Cl 1.713 1.180 6.992 0.05
Cl 3.939 2.683 5.944 0.06
Cl 1.239 3.445 5.273 0.06
Cl -4.946 -0.014 2.373 0.05
C -6.700 0.148 2.509 -0.23
Cl -7.312 -0.993 3.704 0.06
Cl -7.080 1.801 2.991 0.06
Cl -7.436 -0.185 0.938 0.06
Cl -3.297 4.317 -4.212 0.05
C -2.487 4.037 -5.759 -0.23
Cl -2.778 2.378 -6.282 0.06
Cl -3.124 5.158 -6.963 0.06
Cl -0.753 4.298 -5.562 0.06
Cl -4.992 2.797 -0.113 0.06
C -5.810 4.359 -0.054 -0.23
Cl -5.122 5.337 1.245 0.06
Cl -5.587 5.189 -1.599 0.05
Cl -7.534 4.119 0.240 0.06
Cl 6.026 -6.610 0.786 0.05
C 7.665 -7.124 0.368 -0.23
Cl 8.802 -6.460 1.543 0.06
Cl 7.750 -8.886 0.395 0.06
Cl 8.068 -6.535 -1.244 0.06
Cl -3.545 5.516 7.754 0.06
C -1.857 5.034 7.571 -0.23
Cl -0.916 5.647 8.932 0.06
Cl -1.750 3.275 7.523 0.06
Cl -1.218 5.714 6.068 0.05
Cl -0.653 -1.815 2.285 0.05
C -0.242 -2.711 3.749 -0.23
Cl 0.163 -1.571 5.030 0.06
Cl -1.615 -3.704 4.240 0.06
Cl 1.152 -3.747 3.423 0.05
C 0.841 -4.306 -3.425 -0.42
N 0.632 -2.949 -3.935 -0.64
C 1.737 -2.357 -4.694 -0.51
P 2.372 -0.841 -3.867 0.55
C 3.632 -1.449 -2.647 -0.85
C 4.380 -2.692 -3.032 0.51
O 4.893 -2.920 -4.069 -0.51
I 4.490 -4.176 -1.445 -0.02
H 1.557 -4.834 -4.058 0.20
H 1.209 -4.333 -2.393 0.18
H -0.098 -4.867 -3.461 0.20
H 0.361 -2.337 -3.176 0.36
H 2.527 -3.086 -4.883 0.21
H 1.378 -2.005 -5.671 0.21
H 3.200 -0.292 -4.864 -0.02
H 4.372 -0.646 -2.548 0.28
H 3.152 -1.585 -1.680 0.26

Record 4
31
Properties=species:S:1:pos:R:3:mulliken_spin:R:1 method="wB97M-V/def2-TZVPD" spin_multiplicity=2 homo_energy_ev="-10.77 / -11.00" e_tot_ev=-136816.9635 charge=+1 s2=0.88 e_above_lowest_kcal_mol=87.26 max_force_ha_per_bohr=0.1024
O 0.054 4.279 -0.865 0.00
C -0.750 3.961 -1.609 0.00
Cu 1.248 -0.015 0.727 -0.01
C -0.186 -1.423 0.311 -0.02
O -0.247 -2.315 1.154 -0.04
C -2.131 -0.002 -0.825 0.47
O -1.997 1.133 -1.114 0.19
C 1.572 -1.403 -0.428 0.02
O 2.157 -2.325 -0.833 0.06
C -1.356 -1.311 -0.724 0.07
O -1.969 -2.294 -1.145 0.23
H 2.238 0.490 1.775 -0.01
C 2.230 -0.700 4.833 0.00
N 0.843 -0.263 4.822 0.00
C 0.279 0.573 3.909 -0.01
Se 1.136 1.541 2.555 0.02
N -0.979 0.842 4.375 0.00
C -1.187 0.242 5.626 0.00
C -2.118 0.534 6.625 0.00
C -1.825 0.086 7.922 0.00
C -0.644 -0.617 8.204 0.00
C 0.278 -0.904 7.194 0.00
C -0.025 -0.464 5.909 0.00
H 2.856 -0.002 5.406 0.00
H 2.594 -0.758 3.805 0.00
H 2.264 -1.686 5.306 0.00
H -1.650 1.425 3.871 0.00
H -3.029 1.082 6.364 0.00
H -2.522 0.286 8.732 0.00
H -0.448 -0.941 9.220 0.00
H 1.213 -1.436 7.353 0.00

Record 5
31
Properties=species:S:1:pos:R:3:lowdin_charge:R:1 method="wB97M-V/def2-TZVPD" homo_energy_ev="-14.27 / -14.27" e_tot_ev=-125793.3250 charge=+2 max_force_ha_per_bohr=0.1332
O -2.003 -2.678 -3.109 0.22
C -1.316 -1.758 -3.077 0.00
Lu -0.180 0.253 -2.763 0.88
O 2.274 -1.452 -1.015 0.18
C 1.521 -0.917 -1.721 -0.03
C 1.337 1.992 -3.163 -0.02
O 1.984 2.945 -3.196 0.21
C -1.453 1.177 -4.539 -0.35
O -1.222 2.271 -4.955 0.00
C 0.878 -0.523 -4.877 -0.06
O 1.336 -0.877 -5.859 0.19
H -2.400 0.493 -4.604 0.08
C 1.412 1.527 0.730 0.00
N 0.277 0.683 1.081 -0.07
C -0.911 0.552 0.398 -0.68
Se -1.711 1.643 -0.942 0.72
N -1.655 -0.337 1.131 0.12
C -1.001 -0.683 2.317 -0.18
C -1.426 -1.440 3.386 0.01
C -0.545 -1.578 4.484 -0.01
C 0.731 -0.923 4.456 -0.02
C 1.115 -0.140 3.344 0.02
C 0.228 -0.041 2.286 -0.16
H 2.315 0.913 0.659 0.10
H 1.551 2.289 1.504 0.12
H 1.206 2.003 -0.225 0.05
H -2.599 -0.624 0.899 0.17
H -2.411 -1.920 3.377 0.13
H -0.804 -2.180 5.377 0.13
H 1.402 -1.048 5.325 0.13
H 2.070 0.378 3.291 0.12

Record 6
31
Properties=species:S:1:pos:R:3:nbo_charge:R:1 method="wB97M-V/def2-TZVPD" homo_energy_ev="-14.96 / -14.96" e_tot_ev=-112869.0874 charge=+2 e_above_lowest_kcal_mol=69.35 max_force_ha_per_bohr=0.1019
O 4.112 0.699 -5.250 -0.46
C 3.049 1.119 -5.265 0.46
Sc -0.493 2.453 -1.979 1.27
C -2.878 2.344 -1.703 0.45
O -4.015 2.495 -1.521 -0.36
C -1.421 2.731 -4.316 0.29
O -1.217 3.658 -5.063 -0.18
C -2.080 1.621 -3.944 0.32
O -2.502 0.676 -4.524 -0.21
C -1.073 3.863 -0.479 0.42
O -1.443 4.679 0.237 -0.30
H 0.671 3.396 -1.041 -0.22
C -2.094 -1.111 1.652 -0.41
N -0.678 -1.125 1.270 -0.33
C -0.226 -0.790 0.019 0.29
Se -1.228 -0.211 -1.539 -0.17
N 1.149 -0.939 0.062 -0.51
C 1.547 -1.393 1.333 0.09
C 2.763 -1.860 1.803 -0.20
C 2.770 -2.416 3.083 -0.16
C 1.605 -2.520 3.835 -0.16
C 0.376 -2.072 3.363 -0.23
C 0.401 -1.495 2.097 0.17
H -2.417 -0.085 1.897 0.23
H -2.155 -1.741 2.541 0.24
H -2.710 -1.521 0.834 0.24
H 1.772 -0.802 -0.750 0.45
H 3.619 -1.767 1.153 0.24
H 3.705 -2.776 3.491 0.25
H 1.652 -2.966 4.811 0.25
H -0.561 -2.140 3.892 0.24

Copy entry 6 word for word.
31
Properties=species:S:1:pos:R:3:nbo_charge:R:1 method="wB97M-V/def2-TZVPD" homo_energy_ev="-14.96 / -14.96" e_tot_ev=-112869.0874 charge=+2 e_above_lowest_kcal_mol=69.35 max_force_ha_per_bohr=0.1019
O 4.112 0.699 -5.250 -0.46
C 3.049 1.119 -5.265 0.46
Sc -0.493 2.453 -1.979 1.27
C -2.878 2.344 -1.703 0.45
O -4.015 2.495 -1.521 -0.36
C -1.421 2.731 -4.316 0.29
O -1.217 3.658 -5.063 -0.18
C -2.080 1.621 -3.944 0.32
O -2.502 0.676 -4.524 -0.21
C -1.073 3.863 -0.479 0.42
O -1.443 4.679 0.237 -0.30
H 0.671 3.396 -1.041 -0.22
C -2.094 -1.111 1.652 -0.41
N -0.678 -1.125 1.270 -0.33
C -0.226 -0.790 0.019 0.29
Se -1.228 -0.211 -1.539 -0.17
N 1.149 -0.939 0.062 -0.51
C 1.547 -1.393 1.333 0.09
C 2.763 -1.860 1.803 -0.20
C 2.770 -2.416 3.083 -0.16
C 1.605 -2.520 3.835 -0.16
C 0.376 -2.072 3.363 -0.23
C 0.401 -1.495 2.097 0.17
H -2.417 -0.085 1.897 0.23
H -2.155 -1.741 2.541 0.24
H -2.710 -1.521 0.834 0.24
H 1.772 -0.802 -0.750 0.45
H 3.619 -1.767 1.153 0.24
H 3.705 -2.776 3.491 0.25
H 1.652 -2.966 4.811 0.25
H -0.561 -2.140 3.892 0.24